No. 1
Here is a molecular structure, CH2N2O2Si from OMol25. Energies are from wB97M-V/def2-TZVPD.

Geometry (Å):
C -0.976 0.980 -1.526
N -1.506 0.967 -2.563
N 0.039 -1.097 0.695
O 0.598 -1.138 1.810
O -0.327 -2.001 0.000
Si 0.387 0.577 0.287
H -0.012 1.310 1.475
H 1.797 0.401 -0.178

Summary:
* frontier orbital gap: 0.3926 Ha
* maximum force: 3.39 eV/Å
* HOMO energy: -11.8 eV
* ΔE to the lowest compared entry with this formula, charge and spin: 41.15 kcal/mol

No. 2
Here is a molecular structure, C5H13BKO3Si from OMol25. Energies are from wB97M-V/def2-TZVPD.

Geometry (Å):
C -0.508 2.464 -0.121
C -0.787 1.728 -1.518
B -0.888 0.117 -1.439
O -0.529 -0.638 -2.667
Si -1.474 -0.949 0.084
C -0.387 -0.757 1.659
C 0.870 -1.780 1.693
O 1.925 -1.434 0.758
C 2.433 -0.127 0.975
O 3.094 0.249 1.950
H -1.354 2.377 0.640
H -0.395 3.590 -0.342
H 0.495 2.136 0.334
H -1.685 2.225 -2.045
H 0.116 1.964 -2.203
H 0.444 -0.773 -2.702
H -1.403 -2.383 -0.304
H -2.903 -0.681 0.373
H -0.095 0.321 1.887
H -1.055 -1.089 2.541
H 0.440 -2.785 1.324
H 1.229 -1.981 2.759
H 2.162 0.660 0.176
K 0.255 -2.453 -3.814

Summary:
* frontier orbital gap: 0.3299 Ha
* maximum force: 4.31 eV/Å
* HOMO energy: -13.2 eV
* charge: +1

No. 3
Here is 2 unconnected molecules or ions with the total composition H4NOPS2 from OMol25. Energies are from wB97M-V/def2-TZVPD.

Geometry (Å):
N 0.051 0.109 -0.350
O 0.198 0.683 2.250
P 0.027 -0.099 3.665
S 0.352 1.126 5.072
S -0.437 -2.015 3.668
H 0.207 0.412 1.289
H 0.485 0.635 -1.148
H 0.616 -0.748 -0.234
H -0.967 -0.093 -0.218

Summary:
* frontier orbital gap: 0.3277 Ha
* maximum force: 2.53 eV/Å
* HOMO energy: -9.2 eV
* ΔE to the lowest compared entry with this formula, charge and spin: 18.50 kcal/mol

No. 4
Here is a molecular structure, C31H33Br2N9O2STa from OMol25. Energies are from wB97M-V/def2-TZVPD.

Geometry (Å):
Ta 0.299 0.015 -0.058
N -3.346 0.335 2.776
C -2.196 0.489 2.106
S -1.715 -0.833 1.048
N -1.486 1.551 2.232
N -0.269 1.523 1.536
C 0.522 2.443 2.012
C 1.802 2.848 1.529
C 2.536 3.810 2.245
C 3.719 4.301 1.735
C 4.156 3.868 0.483
C 3.438 2.930 -0.246
C 2.274 2.406 0.293
O 1.583 1.478 -0.390
H -3.961 -0.438 2.589
H -3.682 1.089 3.355
H 0.122 2.986 2.865
H 2.154 4.171 3.193
H 4.287 5.037 2.285
H 5.069 4.274 0.066
H 3.777 2.598 -1.219
Br 1.424 -6.789 -1.315
C 1.041 -5.020 -0.923
C 1.426 -4.447 0.282
C 1.153 -3.117 0.494
N 0.522 -2.314 -0.389
C 0.040 -2.920 -1.505
C 0.308 -4.239 -1.810
C -0.942 -2.145 -2.293
C -1.511 -2.612 -3.463
C -2.586 -1.920 -4.009
Br -3.369 -2.495 -5.593
C -3.084 -0.819 -3.324
C -2.425 -0.402 -2.186
N -1.337 -1.010 -1.701
H 1.931 -5.022 1.044
H 1.444 -2.663 1.424
H -0.089 -4.689 -2.706
H -1.154 -3.507 -3.950
H -3.964 -0.294 -3.669
H -2.788 0.454 -1.638
O -0.882 1.582 -1.156
C -0.334 2.054 -2.415
C 0.544 1.001 -3.031
C 0.912 1.131 -4.359
C 1.825 0.241 -4.899
C 2.345 -0.757 -4.087
C 1.908 -0.845 -2.783
N 1.008 0.006 -2.259
H -1.154 2.344 -0.625
H 0.264 2.946 -2.223
H -1.162 2.308 -3.077
H 0.498 1.932 -4.957
H 2.132 0.331 -5.932
H 3.076 -1.463 -4.455
H 2.281 -1.622 -2.130
C 1.715 -0.050 5.483
C 0.465 -0.602 4.836
N 0.650 -0.630 3.381
C 1.811 -0.560 2.729
N 1.786 -0.493 1.360
C 3.091 -0.729 0.695
C 4.222 -0.026 1.419
C 4.284 -0.562 2.826
N 2.947 -0.578 3.428
C 2.914 -0.760 4.891
H 1.680 -0.206 6.559
H 1.799 1.025 5.305
H -0.406 0.016 5.050
H 0.260 -1.613 5.192
H -0.165 -0.789 2.809
H 3.029 -0.374 -0.334
H 3.301 -1.804 0.652
H 4.055 1.050 1.434
H 5.167 -0.213 0.908
H 4.919 0.064 3.452
H 4.694 -1.575 2.851
H 3.843 -0.349 5.281
H 2.900 -1.828 5.125

Summary:
* frontier orbital gap: 0.2423 Ha
* maximum force: 0.14 eV/Å
* HOMO energy: -16.1 eV
* ΔE to the lowest compared entry with this formula, charge and spin: 5.63 kcal/mol
* charge: +3

No. 5
Here is 2 unconnected molecules or ions with the total composition C3H3NOS2 from OMol25. Energies are from wB97M-V/def2-TZVPD.

Geometry (Å):
C 1.617 -0.369 0.456
C 0.586 -0.147 -0.543
C -1.676 0.743 0.288
H 0.870 -1.162 1.438
H 1.092 -0.020 -1.639
H -2.435 1.616 0.470
N -1.888 -0.528 0.334
O 2.886 -0.019 0.004
S -0.320 1.351 -0.378
S -0.732 -1.465 -0.429

Summary:
* frontier orbital gap: 0.3009 Ha
* maximum force: 9.35 eV/Å
* HOMO energy: -9.0 eV
* ΔE to the lowest compared entry with this formula, charge and spin: 112.25 kcal/mol

No. 6
Here is 3 unconnected molecules or ions with the total composition C2H12NO2S from OMol25. Energies are from wB97M-V/def2-TZVPD.

Geometry (Å):
C -0.297 -0.439 -0.032
C -0.221 -0.850 1.442
S 0.455 -2.532 1.582
N 1.038 0.138 -0.544
H -1.144 0.228 -0.109
H -0.348 -1.350 -0.616
H -1.221 -0.732 1.864
H 0.339 -0.153 2.065
H -0.432 -3.141 2.287
H 1.726 -0.543 -0.256
H 1.201 1.072 -0.138
H 0.914 0.356 -1.536
H 3.207 2.996 0.506
H 1.915 3.566 -0.037
O 2.461 2.773 -0.013
H -2.451 -0.357 -2.411
H -3.861 -0.216 -1.780
O -3.278 -0.814 -2.274

Summary:
* frontier orbital gap: 0.3493 Ha
* maximum force: 2.96 eV/Å
* HOMO energy: -13.1 eV
* ΔE to the lowest compared entry with this formula, charge and spin: 29.43 kcal/mol
* charge: +1

No. 7
Here is a molecular structure, C46H48BF3N7NiP2 from OMol25. Energies are from wB97M-V/def2-TZVPD.

Geometry (Å):
Ni 0.892 1.171 -0.958
C 3.483 3.043 -2.479
C 3.181 3.154 -1.022
C 3.803 3.993 -0.100
C 3.153 3.773 1.101
C 3.410 4.403 2.428
N 2.197 2.851 0.891
N 2.236 2.446 -0.408
B 1.221 2.291 1.951
N 1.690 0.964 2.533
N 2.239 0.005 1.740
C 2.786 -0.885 2.560
C 3.552 -2.074 2.072
C 2.592 -0.508 3.900
C 1.910 0.683 3.844
C 1.490 1.545 4.987
N -0.210 2.263 1.283
N -0.370 2.306 -0.075
C -1.588 2.799 -0.327
C -2.097 3.089 -1.699
C -2.226 3.080 0.879
C -1.320 2.746 1.868
C -1.477 2.869 3.341
H 3.980 3.950 -2.817
H 2.569 2.934 -3.066
H 4.145 2.202 -2.691
H 4.599 4.692 -0.291
H 4.160 5.183 2.319
H 3.779 3.668 3.145
H 2.504 4.846 2.840
H 1.158 3.077 2.847
H 3.672 -2.044 0.994
H 3.068 -3.011 2.354
H 4.552 -2.084 2.508
H 2.929 -1.019 4.787
H 1.790 1.069 5.919
H 0.412 1.691 5.019
H 1.956 2.531 4.944
H -1.280 3.337 -2.373
H -2.772 3.942 -1.651
H -2.651 2.255 -2.132
H -3.208 3.502 1.013
H -2.498 3.161 3.576
H -0.792 3.610 3.754
H -1.272 1.914 3.823
F 5.075 -3.728 -3.216
C 4.568 -2.789 -4.019
F 3.825 -3.404 -4.954
F 5.584 -2.186 -4.649
C 3.735 -1.784 -3.260
C 3.151 -0.731 -3.950
C 2.364 0.153 -3.249
N 2.140 0.040 -1.929
C 2.713 -0.970 -1.274
C 3.524 -1.901 -1.905
H 3.294 -0.604 -5.014
H 1.878 0.970 -3.759
H 2.528 -1.005 -0.211
H 3.963 -2.706 -1.334
C -2.185 -0.488 -0.360
P -0.735 -0.355 -1.467
C -1.445 0.156 -3.057
C -2.594 -0.454 -3.563
C -3.116 -0.058 -4.783
C -2.489 0.942 -5.518
C -1.340 1.547 -5.029
C -0.825 1.155 -3.802
C -0.200 -2.057 -1.817
C -0.037 -2.512 -3.124
C 0.419 -3.801 -3.362
C 0.708 -4.648 -2.301
C 0.557 -4.198 -0.996
C 0.121 -2.905 -0.758
P -1.894 -0.711 1.473
C -3.492 -0.077 2.119
C -3.599 -0.026 3.509
C -4.765 0.410 4.117
C -5.843 0.815 3.341
C -5.750 0.765 1.958
C -4.584 0.315 1.351
C -2.220 -2.500 1.736
C -1.366 -3.181 2.600
C -1.556 -4.533 2.860
C -2.601 -5.213 2.254
C -3.467 -4.537 1.401
C -3.281 -3.188 1.150
H -2.881 -1.218 -0.776
H -2.648 0.501 -0.434
H -3.079 -1.250 -3.010
H -4.010 -0.532 -5.166
H -2.899 1.250 -6.470
H -0.854 2.331 -5.596
H 0.047 1.660 -3.401
H -0.274 -1.868 -3.963
H 0.541 -4.146 -4.380
H 1.052 -5.656 -2.493
H 0.783 -4.847 -0.159
H 0.052 -2.558 0.260
H -2.761 -0.342 4.122
H -4.832 0.438 5.197
H -6.752 1.163 3.812
H -6.590 1.069 1.347
H -4.548 0.276 0.269
H -0.541 -2.650 3.064
H -0.888 -5.052 3.536
H -2.751 -6.266 2.453
H -4.293 -5.064 0.940
H -3.981 -2.667 0.506

Summary:
* frontier orbital gap: 0.2945 Ha
* maximum force: 0.63 eV/Å
* HOMO energy: -10.7 eV
* ΔE to the lowest compared entry with this formula, charge and spin: 0.00 kcal/mol
* charge: +1

No. 8
Here is 5 unconnected molecules or ions with the total composition C22H23Cl4N3O6 from OMol25. Energies are from wB97M-V/def2-TZVPD.

Geometry (Å):
O -1.278 2.554 0.247
N -0.432 1.698 0.525
O 0.784 1.854 0.650
C -0.928 0.273 0.644
C -2.208 -0.139 0.304
C -2.561 -1.495 0.415
C -1.625 -2.444 0.835
C -0.347 -2.022 1.265
C -0.023 -0.689 1.178
H -2.908 0.546 -0.150
H -3.570 -1.795 0.175
H -1.776 -3.514 0.825
H 0.428 -2.734 1.509
H 1.016 -0.465 1.369
O -1.959 -4.717 -6.001
N -1.642 -5.473 -5.076
O -0.942 -6.435 -5.199
C -2.312 -5.195 -3.807
C -3.272 -4.199 -3.724
C -3.985 -4.077 -2.538
C -3.599 -4.818 -1.422
C -2.679 -5.786 -1.535
C -2.022 -5.955 -2.726
H -3.501 -3.594 -4.589
H -4.733 -3.312 -2.391
H -4.116 -4.622 -0.494
H -2.432 -6.372 -0.662
H -1.250 -6.702 -2.622
O 6.964 4.175 -1.923
N 6.689 4.970 -1.045
O 7.246 6.040 -0.854
C 5.525 4.645 -0.150
C 4.915 5.669 0.623
C 3.812 5.290 1.429
C 3.404 4.003 1.480
C 3.957 3.010 0.701
C 5.107 3.297 -0.046
H 5.317 6.667 0.711
H 3.242 5.955 2.062
H 2.504 3.747 2.019
H 3.656 1.974 0.764
H 5.664 2.513 -0.538
Cl -2.635 4.782 -3.722
C -3.275 5.092 -2.113
C -3.686 3.747 -1.449
Cl -5.223 3.062 -2.049
H -4.112 5.790 -2.080
H -2.478 5.562 -1.538
H -3.785 3.780 -0.364
H -2.991 2.924 -1.619
Cl 2.496 -2.010 7.391
C 2.458 -2.448 5.574
C 1.250 -1.767 4.894
Cl -0.281 -2.603 5.230
H 2.333 -3.523 5.452
H 3.440 -2.235 5.151
H 1.262 -1.750 3.804
H 1.093 -0.733 5.200

Summary:
* frontier orbital gap: 0.3224 Ha
* maximum force: 2.55 eV/Å
* HOMO energy: -10.0 eV
* ΔE to the lowest compared entry with this formula, charge and spin: 0.00 kcal/mol
* SMILES: O=[N+]([O-])c1ccccc1.O=[N+]([O-])c1ccccc1.O=[N+]([O-])c1ccccc1.ClCCCl.ClCCCl

No. 9
Here is a single C6H6N2S molecule from OMol25. Energies are from wB97M-V/def2-TZVPD.

Geometry (Å):
C 1.001 0.281 -0.735
C 0.530 1.569 -0.466
C 0.470 -0.779 -0.056
C -0.456 1.721 0.509
C -1.899 -1.345 0.120
C -0.636 -0.563 0.869
N -2.941 -0.798 -0.222
N -0.973 0.742 1.200
S -3.775 0.504 -0.304
H 1.807 0.128 -1.440
H 0.962 2.430 -0.948
H 0.813 -1.790 -0.219
H -0.810 2.708 0.781
H -1.682 -2.385 -0.030
H -0.607 -1.177 1.775

Summary:
* frontier orbital gap (alpha / beta): 0.2564 / 0.2567 Ha
* maximum force: 1.41 eV/Å
* HOMO energy (alpha / beta): -8.0 / -7.7 eV
* ΔE to the lowest compared entry with this formula, charge and spin: 56.00 kcal/mol

No. 10
Here is a single C4H8O2 molecule from OMol25. Energies are from wB97M-V/def2-TZVPD.

Geometry (Å):
C -0.489 1.195 -0.512
C 0.454 0.029 -0.402
O 1.297 -0.324 -1.472
C 1.045 -0.269 0.931
C -0.203 -1.013 0.511
O -1.391 -0.673 1.215
H -0.034 2.181 -0.405
H -1.205 1.029 0.305
H -1.054 1.118 -1.449
H 0.932 -0.021 -2.314
H 1.967 -0.847 0.923
H 1.004 0.500 1.698
H -0.138 -2.073 0.295
H -2.183 -0.833 0.676

Summary:
* frontier orbital gap: 0.3611 Ha
* maximum force: 0.88 eV/Å
* HOMO energy: -9.1 eV
* ΔE to the lowest compared entry with this formula, charge and spin: 50.91 kcal/mol
* SMILES: C[C@@]1(O)C[C@H]1O

No. 11
Here is 2 unconnected molecules or ions with the total composition C8H17BN2 from OMol25. Energies are from wB97M-V/def2-TZVPD.

Geometry (Å):
B -0.576 -0.100 0.420
C 1.633 0.813 -1.794
C 1.396 -0.290 -1.112
C -1.847 0.748 2.230
C -2.553 -0.521 1.704
C 2.789 0.946 -2.727
C 2.011 -1.691 -1.017
C -0.052 2.293 1.463
C -2.004 -2.199 -0.036
N -0.726 1.001 1.284
N -1.549 -1.080 0.806
H 1.093 1.810 -1.815
H -2.400 1.732 2.120
H -1.432 0.619 3.166
H -2.739 -1.205 2.534
H -3.408 -0.393 1.093
H 3.663 0.466 -2.488
H 3.228 1.910 -2.889
H 2.518 0.629 -3.655
H 1.701 -2.016 0.028
H 1.717 -2.288 -1.992
H 3.110 -1.463 -1.149
H -0.434 3.213 1.114
H 0.045 2.265 2.598
H 0.913 2.110 0.864
H -1.015 -2.359 -0.530
H -2.185 -3.017 0.605
H -2.897 -1.934 -0.825

Summary:
* frontier orbital gap: 0.3180 Ha
* maximum force: 4.52 eV/Å
* HOMO energy: -7.9 eV
* ΔE to the lowest compared entry with this formula, charge and spin: 91.83 kcal/mol

No. 12
Here is 2 unconnected molecules or ions with the total composition C5H6N2O2 from OMol25. Energies are from wB97M-V/def2-TZVPD.

Geometry (Å):
C -3.471 -0.367 -0.433
C -3.079 0.692 0.292
C -1.386 -0.448 -0.144
C 1.230 -0.869 0.098
C 3.294 0.103 0.045
N -2.337 -1.135 -0.728
N 1.901 0.191 -0.126
O 1.514 1.134 -0.837
O -1.770 0.655 0.487
H -4.439 -0.444 -0.616
H -3.603 1.528 0.738
H 1.314 -1.519 0.875
H 3.724 -0.745 0.580
H 3.790 0.250 -0.858
H 3.316 0.973 0.629

Summary:
* frontier orbital gap (alpha / beta): 0.3154 / 0.2999 Ha
* maximum force: 4.51 eV/Å
* HOMO energy (alpha / beta): -9.4 / -9.2 eV
* ΔE to the lowest compared entry with this formula, charge and spin: 212.31 kcal/mol

No. 13
Here is a molecular structure, C6H16F6InN3O11P2S2 from OMol25. Energies are from wB97M-V/def2-TZVPD.

Geometry (Å):
In -0.210 -0.436 -0.067
C -4.125 1.020 1.783
C -3.737 0.553 0.382
O -4.866 0.330 -0.457
P -2.976 -1.084 0.455
O -4.061 -2.171 0.650
O -2.240 -1.326 -0.977
O -1.793 -1.197 1.374
P -2.531 1.768 -0.373
O -2.485 1.255 -1.898
O -2.980 3.142 -0.177
O -1.154 1.344 0.202
H -4.827 0.324 2.244
H -4.587 2.004 1.703
H -3.249 1.118 2.425
H -5.421 1.122 -0.482
H -4.949 -1.970 0.310
H -2.633 -0.919 -1.772
H -2.843 1.902 -2.523
F -0.242 -2.655 -2.950
C 0.902 -3.331 -2.856
F 1.568 -3.239 -3.984
F 0.662 -4.585 -2.548
S 1.914 -2.592 -1.484
O 0.880 -2.222 -0.455
O 2.850 -3.560 -1.060
N 2.579 -1.300 -2.109
S 1.949 0.088 -1.824
O 2.182 0.577 -0.462
O 0.492 0.144 -2.098
C 2.767 1.251 -3.024
F 4.053 1.284 -2.762
F 2.537 0.833 -4.244
F 2.210 2.426 -2.807
N 2.181 2.514 4.075
C 1.857 1.078 3.731
C 1.170 1.017 2.371
N 0.883 -0.362 1.944
H 2.645 2.582 4.985
H 1.338 3.095 4.120
H 2.806 2.939 3.384
H 1.229 0.700 4.536
H 2.803 0.538 3.739
H 1.800 1.472 1.607
H 0.226 1.567 2.386
H 0.249 -0.841 2.581
H 1.729 -0.920 1.848

Summary:
* frontier orbital gap: 0.3590 Ha
* maximum force: 0.47 eV/Å
* HOMO energy: -15.9 eV
* ΔE to the lowest compared entry with this formula, charge and spin: 6.04 kcal/mol
* charge: +2

No. 14
Here is a single C5H6O2 molecule from OMol25. Energies are from wB97M-V/def2-TZVPD.

Geometry (Å):
C 0.986 0.874 -0.415
C -0.240 0.330 -0.150
C -1.528 1.093 -0.106
C -0.220 -1.033 0.349
O -1.009 -1.595 1.079
C 1.294 -1.706 0.329
O 1.913 -1.950 -0.681
H 1.845 0.374 -0.847
H 1.077 1.952 -0.544
H -1.366 2.148 -0.354
H -1.987 1.051 0.886
H -2.237 0.689 -0.835
H 1.471 -2.227 1.287

Summary:
* frontier orbital gap: 0.3332 Ha
* maximum force: 3.11 eV/Å
* HOMO energy: -9.4 eV
* ΔE to the lowest compared entry with this formula, charge and spin: 45.56 kcal/mol
* SMILES: C=C(C)C(=O)C=O

No. 15
Here is a single C5H7Br molecule from OMol25. Energies are from wB97M-V/def2-TZVPD.

Geometry (Å):
C 1.257 -0.962 0.178
C -0.218 -0.414 0.364
Br -0.850 -0.953 2.200
C -1.182 -0.343 -0.887
C -1.216 1.016 -0.767
C -0.141 1.107 0.291
H 1.824 -0.880 1.060
H 1.582 -0.228 -0.645
H 1.406 -1.946 -0.200
H -1.399 -1.232 -1.361
H -1.517 1.869 -1.394
H 0.901 1.416 -0.086
H -0.446 1.549 1.245

Summary:
* frontier orbital gap: 0.3909 Ha
* maximum force: 4.88 eV/Å
* HOMO energy: -9.8 eV
* ΔE to the lowest compared entry with this formula, charge and spin: 31.82 kcal/mol
* SMILES: C[C@]1(Br)C=CC1